C55H52F9N6O2P2Si2Ta as an isolated structure, computed with wB97M-V/def2-TZVPD.

The calculation puts the HOMO energy at -0.429 Eh. The calculation puts the energy relative to the best compared isomer or geometry (same formula, charge and spin) at 39.2 kJ/mol. The orbital gap comes out at 5.61 eV.

The geometry in ORCA input format:
```
! wB97M-V def2-TZVPD RIJCOSX def2/J DEFGRID3
* xyz 2 1
Ta -0.30781 1.08272 0.92206
C 1.65608 -1.00456 4.09365
Si 0.48247 -1.79510 2.88931
C 1.48215 -2.68851 1.58291
C -0.53559 -3.05449 3.81803
N -0.57080 -0.60869 2.04700
P -2.21700 -0.38955 2.20128
C -2.31449 1.09319 1.36182
P -2.69173 1.99954 -0.04894
N -1.16173 1.93962 -0.70469
Si -0.68649 2.40982 -2.36218
C -1.28445 4.11960 -2.81602
C 1.18223 2.41462 -2.46721
C -1.42441 1.19081 -3.58227
C -3.17653 3.67871 0.33583
C -2.29615 4.74500 0.20700
C -2.70017 6.01970 0.57341
C -3.97189 6.22351 1.08821
C -4.84731 5.15388 1.23899
C -4.45326 3.88181 0.86162
C -3.93703 1.39937 -1.20881
C -4.56770 2.32253 -2.04482
C -5.41465 1.88795 -3.05424
C -5.64686 0.53244 -3.23023
C -5.04360 -0.39080 -2.38529
C -4.19197 0.03936 -1.38222
C -3.14983 -1.74705 1.47278
C -4.54253 -1.65962 1.51546
C -5.31614 -2.65183 0.93722
C -4.70400 -3.73896 0.32282
C -3.31928 -3.83913 0.29746
C -2.54079 -2.84555 0.87597
C -2.78281 -0.34224 3.90720
C -3.26710 -1.49227 4.53641
C -3.68753 -1.43538 5.85408
C -3.63856 -0.23340 6.54983
C -3.17952 0.91645 5.92350
C -2.75831 0.86269 4.60468
H 2.22036 -1.82196 4.55352
H 1.13677 -0.47908 4.89426
H 2.37901 -0.32670 3.63787
H 2.00760 -3.51168 2.07523
H 2.24893 -2.06031 1.12782
H 0.86996 -3.12471 0.78909
H 0.09367 -3.94065 3.94272
H -1.44826 -3.38167 3.32255
H -0.78911 -2.69863 4.81750
H -0.65487 4.90452 -2.39337
H -2.31819 4.32953 -2.54542
H -1.20951 4.19948 -3.90484
H 1.67055 2.82845 -1.58232
H 1.44269 3.07135 -3.30230
H 1.60742 1.43310 -2.68552
H -2.22583 1.67282 -4.14691
H -1.85230 0.29950 -3.12508
H -0.66649 0.86685 -4.30028
H -1.29480 4.57989 -0.16580
H -2.01607 6.85166 0.46949
H -4.28212 7.21791 1.38059
H -5.83693 5.31426 1.64512
H -5.14091 3.05040 0.97208
H -4.40592 3.38314 -1.90751
H -5.89754 2.61157 -3.69694
H -6.30935 0.19533 -4.01643
H -5.24643 -1.44775 -2.50040
H -3.77001 -0.69290 -0.71165
H -5.02135 -0.81518 1.99938
H -6.39520 -2.58160 0.97016
H -5.30924 -4.51786 -0.12184
H -2.84547 -4.70029 -0.15585
H -1.46087 -2.93070 0.86767
H -3.33025 -2.42960 4.00129
H -4.06206 -2.32816 6.33648
H -3.97386 -0.19106 7.57764
H -3.16075 1.85764 6.45658
H -2.43384 1.76002 4.10493
C 8.51064 -6.75690 -6.63930
O 8.86369 -5.70200 -5.75049
C 7.88207 -5.03484 -5.13006
C 6.52106 -5.30032 -5.28502
C 5.59241 -4.54501 -4.59244
C 5.98938 -3.51960 -3.73891
C 7.35812 -3.26494 -3.58982
C 8.29071 -4.00740 -4.27212
C 4.97673 -2.75548 -3.02940
N 3.67460 -2.96641 -3.08302
C 3.12060 -2.03619 -2.26194
C 4.08824 -1.23127 -1.69095
N 5.27046 -1.70316 -2.19606
C 3.78838 -0.16146 -0.80848
C 4.72247 0.74176 -0.26384
C 4.27889 1.75755 0.53968
C 2.91771 1.85208 0.82701
N 2.01320 1.00135 0.36322
C 2.43452 0.01670 -0.48011
C 1.41012 -0.80940 -1.07218
N 0.12131 -0.53343 -0.73295
C -0.83677 -1.23892 -1.30171
C -0.59596 -2.27418 -2.20439
C 0.69677 -2.58068 -2.54370
C 1.73827 -1.82893 -1.97637
H 9.44738 -7.14551 -7.02421
H 7.90359 -6.38476 -7.46639
H 7.97662 -7.54969 -6.11265
H 6.18049 -6.08959 -5.93841
H 4.53698 -4.74838 -4.71192
H 7.71906 -2.48157 -2.93301
H 9.35010 -3.81979 -4.16267
H 6.19605 -1.36382 -2.00101
H 5.77633 0.65005 -0.49388
H 4.95568 2.48715 0.96061
H 2.55149 2.64706 1.44246
H -1.84716 -0.97079 -1.04070
H -1.43727 -2.80658 -2.62634
H 0.93334 -3.37515 -3.23924
F 1.28099 3.31552 5.19794
C 1.02098 2.67425 4.07516
F 0.17810 1.65518 4.31681
F 2.16980 2.12608 3.63980
C 0.38547 3.55544 2.97140
O 0.17819 2.76939 1.85444
C 1.31515 4.76542 2.63041
F 1.35444 5.62967 3.63584
F 0.88182 5.36683 1.52438
F 2.57944 4.37854 2.40001
C -0.98617 4.16307 3.52850
F -1.05444 4.09430 4.85921
F -1.16239 5.43247 3.17773
F -2.00600 3.46314 3.03795
*
```

=====

C55H52GeKN5 as an isolated structure in a non-equilibrium geometry, computed with wB97M-V/def2-TZVPD.

The calculation puts the HOMO energy (spin up / spin down) at -0.235 / -0.235 Eh. The calculation puts the energy relative to the best compared isomer or geometry (same formula, charge and spin) at 0.0 kJ/mol. The orbital gap (spin up / spin down) comes out at 5.55 / 5.56 eV.

The geometry in ORCA input format:
```
! wB97M-V def2-TZVPD RIJCOSX def2/J DEFGRID3
* xyz 0 1
K -0.48476 -1.71521 0.40553
C 6.25829 -3.76414 -2.73335
C 6.29759 -2.48785 -2.18929
C 5.12733 -1.88503 -1.75236
C 3.90195 -2.54473 -1.85582
C 3.87730 -3.82818 -2.39838
C 5.04674 -4.43369 -2.83428
C 2.65937 -1.87029 -1.38493
C 2.66464 -1.45175 -0.04277
C 3.53844 -1.92961 0.97913
C 3.17401 -1.35697 2.16108
C 2.05254 -0.50562 1.92117
N 1.78559 -0.54163 0.55187
C 1.29637 0.14872 2.91300
C -0.04351 0.57502 2.79516
C -0.83750 1.18496 3.85713
C -2.10455 1.25521 3.39127
C -2.08938 0.69528 2.04059
C -3.23679 0.50009 1.25142
C -4.53444 0.94801 1.84892
C -5.30342 0.09637 2.63525
C -6.50080 0.52986 3.18750
C -6.94352 1.82569 2.96081
C -6.18527 2.68195 2.17431
C -4.98972 2.24338 1.62189
C -3.30509 -0.05585 -0.04907
N -2.24402 -0.45998 -0.76818
C -2.69416 -0.88460 -1.97080
C -1.87501 -1.33921 -3.02258
C -2.55232 -1.57974 -4.33501
C -3.15785 -2.78931 -4.65274
C -3.77445 -2.96584 -5.88434
C -3.79098 -1.93375 -6.81192
C -3.18989 -0.72132 -6.50182
C -2.57614 -0.54727 -5.26971
C -0.47577 -1.54793 -3.00068
C 0.31082 -2.01015 -4.13762
C 1.58544 -2.14513 -3.70088
C 1.57521 -1.77132 -2.29296
N 0.33430 -1.39739 -1.92886
C -4.14645 -0.75032 -2.02091
C -4.52688 -0.24268 -0.82637
N -0.81723 0.34967 1.71588
C 1.97294 0.27616 4.23561
C 3.14771 1.01564 4.35456
C 3.80548 1.11538 5.57202
C 3.29803 0.47283 6.69282
C 2.12749 -0.26630 6.58868
C 1.47358 -0.36187 5.36881
H 7.16989 -4.23490 -3.07872
H 7.23827 -1.95834 -2.10772
H 5.14894 -0.88770 -1.33052
H 2.93189 -4.35202 -2.46743
H 5.01136 -5.43328 -3.24842
H 4.29480 -2.68308 0.82777
H 3.58419 -1.55732 3.13799
H -0.46865 1.51507 4.81573
H -2.97149 1.64045 3.90579
H -4.95625 -0.91594 2.80756
H -7.08852 -0.14687 3.79492
H -7.87650 2.16450 3.39246
H -6.52377 3.69368 1.99049
H -4.39546 2.90972 1.00788
H -3.14349 -3.59534 -3.92889
H -4.24328 -3.91266 -6.12083
H -4.26984 -2.07384 -7.77251
H -3.20025 0.09127 -7.21715
H -2.10836 0.39823 -5.01976
H -0.06474 -2.20485 -5.13011
H 2.44493 -2.45656 -4.27235
H -4.77714 -1.00918 -2.85717
H -5.52940 -0.00651 -0.50470
H 3.54255 1.51566 3.47798
H 4.71558 1.69718 5.64346
H 3.81303 0.54598 7.64197
H 1.72584 -0.77366 7.45697
H 0.56091 -0.94007 5.28396
C -0.79923 3.18999 -4.06960
C -1.31792 3.30824 -2.64319
C -0.25912 2.99740 -1.58490
C 0.15500 1.52377 -1.59213
Ge 1.54203 1.21080 -0.29364
C 3.32281 1.47576 -1.05079
C 3.71934 2.88735 -1.50244
C 4.00569 3.89148 -0.37848
C 2.81873 4.75329 0.03398
H -1.56572 3.45349 -4.80060
H -0.46585 2.17586 -4.29894
H 0.05101 3.85848 -4.23167
H -2.16712 2.63106 -2.49828
H -1.70360 4.31848 -2.47703
H -0.66076 3.24156 -0.59563
H 0.59709 3.66579 -1.73122
H 0.52209 1.18740 -2.56332
H -0.69885 0.90286 -1.32925
H 1.32797 2.08616 0.94823
H 3.38596 0.79873 -1.90763
H 4.04095 1.10046 -0.31263
H 2.95956 3.30532 -2.17305
H 4.61343 2.79265 -2.12552
H 4.81115 4.55745 -0.69908
H 4.40297 3.35367 0.48942
H 2.47167 5.35736 -0.80842
H 3.08430 5.43732 0.84190
H 1.96926 4.16493 0.37928
C -2.32563 -2.05032 5.38568
C -1.39783 -3.22268 5.07262
C -1.09406 -3.30651 3.63801
N -0.86755 -3.32145 2.51345
H -2.49488 -1.99978 6.46067
H -3.28972 -2.17194 4.89275
H -1.90127 -1.10458 5.05027
H -1.84072 -4.17345 5.37192
H -0.44743 -3.13553 5.60183
*
```